[1]
C28H31BrCl3N2O3RhSb as an isolated structure, computed with wB97M-V/def2-TZVPD.

The energy above the lowest of the compared OMol25 structures with the same formula, charge and spin comes out at 2.803 eV. For the largest force on an atom, the calculation gives 0.0181 Eh/bohr. Its total charge is +1.

```
70
Properties=species:S:1:pos:R:3:nbo_charge:R:1
Rh -0.704 -0.891 0.508 0.511
O 3.018 0.499 -1.297 -0.692
C 2.790 1.818 -1.525 0.392
C 3.746 2.539 -2.229 -0.280
C 3.553 3.887 -2.475 -0.160
C 2.406 4.534 -2.034 -0.239
C 1.452 3.814 -1.332 -0.177
C 1.634 2.463 -1.066 -0.201
C 0.609 1.723 -0.242 0.234
O 0.413 0.457 -0.643 -0.810
N 1.009 1.791 1.220 -0.255
N 0.922 0.887 2.114 -0.027
C 0.924 -0.441 1.834 -0.334
C 0.746 -1.378 2.969 -0.054
Br -0.571 -2.675 2.348 0.202
C 1.253 -1.548 4.194 -0.190
C 2.318 -0.782 4.873 -0.011
C 3.260 -1.523 5.592 -0.206
C 4.304 -0.893 6.245 -0.199
C 4.408 0.490 6.212 -0.191
C 3.458 1.236 5.532 -0.192
C 2.417 0.607 4.865 -0.227
H 2.162 0.105 -1.032 0.494
H 4.631 2.025 -2.573 0.236
H 4.303 4.437 -3.024 0.228
H 2.256 5.583 -2.237 0.229
H 0.548 4.304 -0.992 0.212
H -0.321 2.314 -0.212 0.200
H 1.008 2.732 1.601 0.404
H 1.577 -0.827 1.042 0.276
H 0.902 -2.418 4.737 0.235
H 3.175 -2.601 5.629 0.217
H 5.031 -1.480 6.788 0.226
H 5.217 0.985 6.731 0.225
H 3.519 2.316 5.531 0.219
H 1.662 1.194 4.371 0.222
Cl -7.846 0.474 0.866 0.038
C -6.257 -0.167 0.641 -0.035
C -5.151 0.639 0.857 -0.240
C -3.888 0.111 0.665 -0.116
Cl -2.535 1.174 1.011 -0.018
C -3.657 -1.215 0.249 0.323
O -2.478 -1.786 0.023 -0.734
C -4.829 -1.995 0.071 -0.096
Cl -4.650 -3.667 -0.370 0.028
C -6.094 -1.493 0.255 -0.229
H -5.269 1.662 1.178 0.250
H -6.951 -2.131 0.107 0.254
C -1.373 1.862 -2.840 -0.615
C -2.047 0.501 -2.933 -0.747
Sb -1.032 -1.137 -2.046 1.752
C 0.832 -1.365 -3.037 -0.759
C 1.589 -2.574 -2.505 -0.625
C -2.174 -2.801 -2.689 -0.755
C -2.202 -2.917 -4.209 -0.632
H -1.924 2.584 -3.442 0.233
H -0.345 1.843 -3.199 0.220
H -1.372 2.228 -1.811 0.201
H -2.146 0.174 -3.970 0.240
H -3.049 0.510 -2.500 0.246
H 1.388 -0.446 -2.898 0.244
H 0.610 -1.458 -4.102 0.240
H 1.811 -2.470 -1.442 0.208
H 2.536 -2.688 -3.029 0.238
H 1.022 -3.497 -2.636 0.213
H -3.165 -2.679 -2.262 0.253
H -1.736 -3.679 -2.215 0.244
H -2.708 -2.071 -4.674 0.210
H -2.744 -3.817 -4.498 0.240
H -1.203 -2.990 -4.639 0.208
```

[2]
C28H31Cl3OPdSi as an isolated structure in a non-equilibrium geometry, computed with wB97M-V/def2-TZVPD.

For the largest force on an atom, the calculation gives 0.1517 Eh/bohr. The expectation value of S² is 6.022. The spin multiplicity is 5. Its total charge is -2.

```
65
Properties=species:S:1:pos:R:3:lowdin_spin:R:1
C -0.938 0.277 -3.992 0.122
C -1.693 -0.901 -3.695 0.113
C -0.825 -2.039 -3.736 0.103
C -3.179 -0.951 -3.808 0.023
C 0.504 -1.580 -4.115 0.152
C 0.415 -0.122 -4.293 0.140
C 1.560 0.822 -4.359 0.022
C -1.515 1.651 -4.065 0.024
C -1.232 -3.463 -3.583 0.015
C 1.725 -2.375 -3.857 0.031
Pd -0.080 -0.746 -2.381 1.038
Cl -3.996 1.147 -0.794 0.002
Cl -0.609 1.667 0.441 0.010
Cl -0.241 -2.677 -0.497 0.133
H -3.667 -0.462 -2.956 0.003
H -3.524 -1.990 -3.894 0.000
H -3.506 -0.428 -4.726 0.007
H -2.285 -3.522 -3.278 0.000
H -0.646 -3.999 -2.820 0.002
H -1.124 -3.948 -4.568 0.006
H 1.705 -2.791 -2.839 0.008
H 2.658 -1.791 -3.945 0.001
H 1.785 -3.238 -4.526 0.009
H 2.412 0.520 -3.732 0.005
H 1.279 1.825 -4.010 0.001
H 1.930 0.956 -5.377 0.008
H -2.216 1.779 -3.229 0.003
H -2.094 1.819 -4.988 0.009
H -0.729 2.421 -4.025 0.001
O 1.409 0.145 -1.327 0.372
H 1.073 1.070 -1.295 0.006
C 0.113 5.027 4.339 0.000
C 1.122 4.705 3.429 0.002
C 1.207 3.405 2.924 0.007
C 0.217 2.460 3.243 0.009
C -0.713 2.739 4.255 0.001
C -0.787 4.048 4.770 0.002
Si 0.108 0.903 2.171 0.073
C 1.840 0.193 2.122 0.282
C 2.277 -0.375 0.937 0.441
C 3.513 -1.009 0.868 0.165
C 4.336 -1.082 2.006 0.252
C 3.937 -0.474 3.199 0.037
C 2.693 0.171 3.255 0.188
C -1.045 -0.430 2.763 0.013
C -0.567 -1.600 3.376 0.004
C -1.464 -2.577 3.835 0.001
C -2.833 -2.381 3.728 0.000
C -3.321 -1.228 3.115 0.001
C -2.437 -0.272 2.617 0.003
H 0.076 6.022 4.768 0.000
H 1.863 5.449 3.130 0.000
H 2.048 3.112 2.283 0.005
H -1.361 1.940 4.627 0.000
H -1.535 4.272 5.526 0.000
H 1.608 -0.249 -0.167 0.091
H 3.841 -1.476 -0.067 0.009
H 5.312 -1.570 1.944 0.026
H 4.565 -0.553 4.093 -0.002
H 2.344 0.562 4.216 0.018
H 0.510 -1.742 3.488 0.002
H -1.073 -3.487 4.287 0.000
H -3.527 -3.114 4.113 0.000
H -4.391 -1.056 3.004 0.000
H -2.834 0.594 2.071 0.000
```

[3]
C28H31ClN3PSTc as an isolated structure in a non-equilibrium geometry, computed with wB97M-V/def2-TZVPD.

The energy above the lowest of the compared OMol25 structures with the same formula, charge and spin comes out at 0.352 eV. For the largest force on an atom, the calculation gives 0.0422 Eh/bohr. The expectation value of S² is 3.773. The spin multiplicity is 4. Its total charge is +2.

```
66
Properties=species:S:1:pos:R:3:nbo_charge:R:1
Tc -0.427 0.588 -0.086 0.735
Cl -1.304 1.808 1.788 0.147
C -1.502 0.713 3.142 0.078
C -1.557 1.237 4.416 -0.240
C -1.659 0.358 5.487 -0.154
C -1.708 -1.009 5.267 -0.179
C -1.669 -1.517 3.975 -0.154
C -1.579 -0.654 2.889 -0.440
P -1.445 -1.216 1.167 1.008
C -2.945 -0.644 0.307 -0.430
C -2.978 -0.841 -1.081 -0.211
C -4.050 -0.369 -1.826 -0.193
C -5.093 0.287 -1.192 -0.154
C -5.076 0.463 0.189 -0.187
C -4.004 0.015 0.939 -0.142
C -1.528 -3.014 1.225 -0.408
C -2.746 -3.676 1.088 -0.189
C -2.788 -5.053 1.233 -0.180
C -1.627 -5.766 1.505 -0.159
C -0.412 -5.105 1.628 -0.216
C -0.358 -3.729 1.484 -0.127
H -1.513 2.306 4.576 0.249
H -1.692 0.750 6.494 0.249
H -1.778 -1.690 6.104 0.247
H -1.711 -2.586 3.810 0.245
H -2.199 -1.417 -1.568 0.235
H -4.073 -0.522 -2.896 0.243
H -5.931 0.653 -1.770 0.243
H -5.904 0.954 0.683 0.241
H -4.001 0.155 2.012 0.222
H -3.655 -3.127 0.876 0.232
H -3.731 -5.573 1.134 0.239
H -1.670 -6.840 1.620 0.241
H 0.491 -5.663 1.833 0.237
H 0.587 -3.205 1.577 0.211
C 5.112 -0.312 -3.062 -0.673
C 3.760 0.242 -3.330 0.330
C 3.495 1.259 -4.213 -0.301
C 2.169 1.668 -4.404 0.364
N 1.170 1.103 -3.708 -0.456
C 1.438 0.155 -2.850 0.343
S 0.157 -0.685 -2.013 -0.082
N 2.705 -0.296 -2.673 -0.501
C 1.797 2.727 -5.370 -0.671
H 5.875 0.267 -3.575 0.262
H 5.173 -1.345 -3.414 0.264
H 5.332 -0.318 -1.993 0.252
H 4.304 1.725 -4.756 0.259
H 2.852 -1.063 -2.029 0.447
H 2.664 3.234 -5.785 0.241
H 1.131 3.447 -4.893 0.262
H 1.222 2.279 -6.185 0.272
C 1.658 3.127 1.673 -0.609
C 2.042 2.497 0.321 0.037
C 2.194 3.623 -0.717 -0.590
C 3.383 1.746 0.474 -0.598
N 1.056 1.586 -0.158 -0.366
H 2.424 3.846 1.959 0.238
H 1.585 2.363 2.449 0.212
H 0.710 3.657 1.590 0.213
H 3.036 4.258 -0.443 0.235
H 1.288 4.228 -0.756 0.225
H 2.375 3.203 -1.703 0.202
H 4.073 2.348 1.063 0.237
H 3.829 1.566 -0.506 0.197
H 3.227 0.791 0.978 0.216
```

no.,energy (eV)
1,-155807.32523
2,-80508.69230
3,-68839.97316